Formula: C46H41IrN6O2PS2
Source: OMol25
Level of theory: ωB97M-V/def2-TZVPD

Each line ends with the Mulliken charge.
Cartesian coordinates (Å):
Ir (1.0479, 0.9192, 0.5977)  0.796
S (-1.4598, 0.7010, 0.7960)  1.129
S (1.3273, -1.4077, 0.4990)  1.232
P (3.1061, 2.9631, 2.5461)  -0.310
O (2.3316, -1.8383, 1.4761)  -0.751
O (-1.5774, -0.4359, 1.7469)  -0.635
N (5.1073, 1.6183, 1.1416)  0.140
N (1.0782, 2.9733, 0.6220)  0.493
N (1.6195, 4.9816, 1.2930)  0.167
N (1.2390, 0.9145, 2.6306)  0.598
N (1.9552, 1.4594, 4.6155)  0.150
N (3.0978, 1.0299, 0.5061)  0.420
C (-1.2561, 0.0823, -0.8908)  0.984
C (2.6590, -3.4957, -2.6186)  -0.935
C (1.0774, 0.4147, 4.7754)  -0.783
C (2.0326, 1.7420, 3.3043)  0.124
C (-2.2596, -4.1384, 1.1483)  0.545
C (-3.2306, 2.7346, 0.2143)  0.073
C (-4.5378, -4.8096, 0.6765)  -0.784
C (-4.5190, 3.2354, 0.1292)  -1.200
C (-1.0011, -3.4360, -4.1869)  -1.015
C (3.7917, 1.8213, 1.3297)  0.202
C (-4.1218, 0.6142, 1.0103)  -0.630
C (-1.1475, -1.6920, -2.5218)  0.672
C (-0.0886, -2.4847, 0.6811)  0.647
C (-5.3974, 1.1449, 0.9157)  -1.013
C (2.6628, 2.1561, 5.7135)  -0.801
C (-1.1990, 1.0579, -1.9273)  -0.553
C (-1.0126, -2.4645, -5.2197)  -0.848
C (5.2607, 0.6665, 0.1692)  -0.842
C (-7.0210, 2.9992, 0.3803)  -1.500
C (-4.6388, -3.7906, -0.2860)  -0.969
C (-3.0618, 1.4213, 0.6264)  0.615
C (-1.1496, 0.6583, -3.2260)  -1.448
C (1.8644, 3.6632, 1.4389)  0.121
C (3.1917, -2.9900, -5.0286)  -1.732
C (-3.5718, -2.9606, -0.5412)  -0.775
C (0.3074, 3.8798, -0.0693)  -0.574
C (2.2882, 6.0937, 2.0034)  -0.795
C (6.2167, 2.3060, 1.8388)  -0.793
C (2.6778, -2.5772, -3.6733)  0.664
C (-2.3558, -3.1207, 0.1608)  1.367
C (-1.2331, -1.2638, -1.1595)  -0.632
C (-1.0629, -1.1396, -4.9096)  -0.733
C (1.8033, -1.8281, -1.1408)  0.553
C (-1.2401, -2.2839, -0.0704)  -0.358
C (-5.6181, 2.4511, 0.4753)  0.859
C (-1.0591, -3.0635, -2.8771)  -0.624
C (2.2400, -1.2759, -3.4334)  -0.992
C (0.0142, -3.4623, 1.6653)  -1.053
C (-1.1242, -0.7199, -3.5570)  1.017
C (1.8116, -0.8939, -2.1714)  0.521
C (2.2246, -3.1374, -1.3584)  -0.880
C (0.6407, 5.1306, 0.3445)  -0.798
C (0.6336, 0.0709, 3.5364)  -0.441
C (-3.3729, -4.9789, 1.3828)  -1.045
C (-1.0671, -4.2934, 1.8818)  -1.098
C (4.0137, 0.2990, -0.2220)  -0.475
H (3.1136, -2.1824, -5.7539)  0.388
H (2.2268, -3.8599, -0.5477)  0.600
H (2.6424, -3.8542, -5.4075)  0.395
H (3.3536, 6.0906, 1.7918)  0.340
H (-4.6748, 4.2583, -0.1919)  0.410
H (3.7340, 1.9876, 5.6421)  0.323
H (-1.0578, -0.3881, -5.6917)  0.509
H (6.2308, 0.3285, -0.1607)  0.489
H (0.9306, -3.5580, 2.2350)  0.665
H (0.2686, 6.0975, 0.0421)  0.469
H (-2.3825, 3.3667, -0.0235)  0.165
H (2.3044, 1.7570, 6.6548)  0.348
H (-1.0428, -3.8225, -2.1043)  0.631
H (-0.9834, -2.7807, -6.2554)  0.469
H (2.2398, -0.5548, -4.2433)  0.348
H (1.8612, 7.0256, 1.6522)  0.343
H (-3.2940, -5.7598, 2.1305)  0.500
H (-1.0049, -5.0724, 2.6324)  0.502
H (-1.1407, 1.3912, -4.0259)  0.522
H (6.1377, 3.3807, 1.7050)  0.346
H (2.9978, -4.5111, -2.7934)  0.484
H (3.7320, -0.4245, -0.9617)  0.711
H (-6.2445, 0.5346, 1.2083)  0.442
H (-7.6386, 2.6469, 1.2053)  0.403
H (6.2059, 2.0654, 2.8981)  0.326
H (0.8428, 0.0031, 5.7451)  0.478
H (4.2395, -3.2873, -4.9590)  0.398
H (-3.9499, -0.3891, 1.3798)  0.563
H (-3.6616, -2.1802, -1.2888)  0.607
H (7.1507, 1.9650, 1.4083)  0.340
H (-5.5633, -3.6610, -0.8351)  0.502
H (-0.3985, 3.5896, -0.8245)  0.750
H (-5.3810, -5.4642, 0.8602)  0.439
H (2.1265, 6.0104, 3.0741)  0.328
H (-7.0283, 4.0874, 0.3730)  0.382
H (-7.4928, 2.6584, -0.5441)  0.319
H (1.4920, 0.1299, -2.0023)  0.067
H (-0.0695, -0.6886, 3.2398)  0.558
H (-0.9535, -4.4875, -4.4443)  0.521
H (-1.2607, 2.1095, -1.6824)  0.005
H (2.4554, 3.2214, 5.6796)  0.344

Its lowest unoccupied orbital energy is -0.350 Ha. The value obtained for the HOMO energy is -0.5356 Eh. The spin multiplicity is 1. The net charge is +3. Its frontier orbital gap is 5.0 eV.



Formula: C46H42AsF9IrNO2S2
Source: OMol25
Level of theory: ωB97M-V/def2-TZVPD

Each line ends with the Mulliken charge.
Cartesian coordinates (Å):
Ir (-0.6659, 0.0370, 0.7715)  0.976
As (-0.8033, 0.2878, -1.5898)  2.228
S (3.2513, -0.6075, -0.6692)  0.133
S (-2.6736, 1.0717, 0.7694)  -0.386
F (-1.1514, -0.2790, 6.3208)  -0.261
F (-2.1959, 2.4951, 3.7717)  -0.241
F (-3.2967, -1.2074, 4.9472)  -0.279
F (-3.8074, 1.0753, 3.5880)  -0.247
F (-0.2047, 1.4581, 5.4319)  -0.267
F (-1.5241, -2.1997, 4.2200)  -0.231
F (-2.9690, -1.4095, 2.8261)  -0.097
F (-2.9484, 1.4794, 5.5197)  -0.262
F (0.4831, -0.5214, 4.9432)  -0.067
O (1.7449, -0.5828, -0.4755)  0.049
O (-0.8446, 0.4295, 2.8698)  -0.359
N (0.2046, 2.0467, 0.6433)  1.036
C (0.0022, 2.9198, 1.5560)  0.637
C (-0.3257, -0.3671, -4.3480)  -0.523
C (-1.5038, -3.8218, -0.7567)  0.126
C (-0.6101, 0.2003, 5.1991)  0.160
C (-2.3659, -4.5215, -1.5802)  -0.920
C (1.4284, 3.8627, -0.7129)  -0.218
C (1.4973, 3.4278, -3.1232)  -1.331
C (-3.3313, 0.2258, -3.1359)  -1.197
C (-0.1801, -0.8153, -3.0359)  0.231
C (3.9735, 0.5728, 0.5059)  0.414
C (0.9893, 2.2112, -2.9948)  -0.961
C (-3.6665, -4.0665, -1.7696)  -0.704
C (0.8941, 2.4101, -0.5962)  -0.334
C (-0.5184, 4.4014, -2.1026)  -0.974
C (-2.3646, -1.1744, 3.9929)  -0.053
C (1.2802, -3.6687, 3.2224)  -0.835
C (1.4394, 6.2177, 0.2893)  -1.973
C (2.7184, -1.3152, 3.4244)  -1.069
C (-1.9131, -2.6388, -0.1276)  0.074
C (0.0479, -1.1847, -5.4034)  -0.966
C (2.3869, -3.6174, 4.0447)  -0.942
C (1.6262, -1.3718, 2.5814)  -0.243
C (3.8677, -2.1316, 0.0710)  0.343
C (-3.2253, -2.2051, -0.3145)  -0.327
C (5.1502, 1.3029, -0.1251)  -1.411
C (-3.4154, 0.8703, -0.8145)  0.129
C (-4.0974, -2.9187, -1.1235)  -0.829
C (0.8717, -2.5501, 2.4699)  2.140
C (0.3377, -2.0767, -2.7902)  0.028
C (0.7046, -2.8960, -3.8484)  -0.727
C (0.3916, 4.3121, 1.4761)  -1.611
C (-4.7927, 1.0585, -0.9155)  -0.544
C (-4.7016, 0.4079, -3.2337)  -0.764
C (-2.6573, 1.3218, 4.2263)  -0.015
C (0.5608, -2.4507, -5.1537)  -0.993
C (-0.3005, -2.7301, 1.6565)  -0.819
C (3.5540, -3.3316, -0.8053)  -1.012
C (3.1081, -2.4342, 4.1511)  -0.945
C (-0.9915, -1.9009, 0.7655)  0.142
C (1.0386, 4.7836, 0.4096)  0.405
C (-1.0370, 3.1906, -1.9520)  -1.302
C (-1.5896, 0.1811, 3.9743)  1.549
C (0.9874, 4.4309, -2.1155)  0.143
C (-2.6819, 0.4937, -1.9365)  0.471
C (-0.0047, 2.0874, -1.8519)  2.250
C (-5.4239, 0.8412, -2.1284)  -0.907
H (-5.1164, -2.5740, -1.2436)  0.492
H (5.5232, 2.0658, 0.5574)  0.412
H (1.3109, 1.3569, -3.5718)  0.433
H (-0.7233, -3.7279, 1.7486)  0.726
H (-5.3636, 1.3410, -0.0397)  0.585
H (1.3399, -0.4794, 2.0394)  0.380
H (-6.4942, 0.9818, -2.2038)  0.390
H (0.8502, -3.0874, -5.9792)  0.430
H (4.9437, -1.9867, 0.1949)  0.671
H (0.1296, 4.9511, 2.3086)  0.517
H (4.2613, 0.0367, 1.4084)  0.397
H (-2.7799, -0.1324, -3.9932)  0.509
H (-0.5050, 2.5614, 2.4442)  -0.003
H (-4.3454, -4.6190, -2.4058)  0.434
H (-2.0966, 2.9886, -1.8844)  0.442
H (4.0895, -3.2854, -1.7534)  0.378
H (3.2607, -0.3865, 3.5466)  0.540
H (0.4547, -2.4133, -1.7719)  0.186
H (1.1027, -3.8837, -3.6523)  0.533
H (2.5230, 3.8367, -0.7150)  0.710
H (2.6793, -4.4878, 4.6160)  0.452
H (1.4001, 5.4234, -2.2721)  0.886
H (0.8226, 6.7279, -0.4545)  0.351
H (1.3249, 6.7401, 1.2365)  0.467
H (0.6986, -4.5801, 3.1590)  0.490
H (-0.7222, 0.6203, -4.5543)  0.664
H (3.4042, -2.2058, 1.0566)  -0.506
H (-0.4907, -4.1804, -0.6100)  0.349
H (-1.1086, 5.3043, -2.1815)  0.458
H (4.8603, 1.7873, -1.0582)  0.309
H (3.1538, 1.2498, 0.7548)  -0.109
H (2.4880, -3.3867, -1.0159)  -0.080
H (3.9644, -2.3781, 4.8103)  0.467
H (-3.5754, -1.3381, 0.2263)  0.788
H (-2.0304, -5.4258, -2.0709)  0.457
H (2.2537, 3.6939, -3.8492)  0.421
H (2.4769, 6.3051, -0.0412)  0.359
H (5.9731, 0.6214, -0.3429)  0.380
H (-5.2072, 0.2043, -4.1678)  0.428
H (-0.0638, -0.8332, -6.4205)  0.471
H (3.8441, -4.2477, -0.2918)  0.442
H (1.7322, 1.7249, -0.6713)  -1.629

Its lowest unoccupied orbital energy (spin up / spin down) is -0.123 / -0.183 Ha. The value obtained for the HOMO energy (spin up / spin down) is -0.3750 / -0.3736 Eh. The spin multiplicity is 2. The net charge is +1. Its frontier orbital gap (spin up / spin down) is 6.8 / 5.2 eV.



no.,E_tot (eV)
1,-95178.3316
2,-163767.8157